A 2-piece molecular cluster, C10H14B2ClFO7S overall, computed with ωB97M-V/def2-TZVPD.

Summary:
Orbital gap, eV: 10.0933
Energy, Eh: -1924.20080
Highest occupied orbital energy, eV: -9.7092
Structure (SMILES): CCB(O)[C@]1(Cl)OS(=O)(=O)O[C@H]1B(O)O.Fc1ccccc1

Structure (ORCA input):
```
! RIJCOSX wB97M-V def2-TZVPD def2/J DEFGRID3
* xyz 0 1
Cl 0.6740 -0.9321 -1.2758
S 1.4186 2.7959 -2.3902
F -3.0182 -1.2823 -0.3308
O -1.0759 0.6852 0.6728
O 1.4674 1.2021 -2.5532
O 1.6906 2.8106 -0.8273
O -0.9617 2.9738 -0.0731
O 3.5838 -1.1395 -1.0635
O 0.1067 3.2123 -2.7286
O 2.5437 3.3895 -3.0169
C 4.3519 1.2880 -1.1388
C 4.6785 1.6286 0.3343
C -4.7460 -3.5486 2.6145
C -3.5929 -2.0338 0.6475
C -3.3023 -3.3803 0.6927
C -3.8909 -4.1395 1.6945
C 1.1481 1.5853 -0.2442
C -5.0156 -2.1892 2.5371
C 1.6526 0.5436 -1.2735
C -4.4345 -1.4123 1.5445
B 3.2446 0.1845 -1.1736
B -0.4321 1.7363 0.0764
H 5.6582 2.0991 0.4131
H -2.6349 -3.8140 -0.0389
H -5.2012 -4.1468 3.3920
H 4.0820 2.2015 -1.6658
H 4.6878 0.7412 0.9723
H 3.9621 -1.5558 -1.8384
H -1.8634 3.0248 -0.3982
H -3.6766 -5.1983 1.7542
H 5.2459 0.8838 -1.6241
H -5.6820 -1.7261 3.2526
H -4.6223 -0.3506 1.4646
H 1.6372 1.4235 0.7207
H 3.9453 2.3287 0.7383
H -1.6282 0.1111 0.1326
*
```


C10H14B2CoF4N6 as an isolated structure, computed with ωB97M-V/def2-TZVPD.

Summary:
Orbital gap (alpha / beta), eV: 6.6682 / 6.2611
Expectation value of S²: 3.803
Energy, Eh: -2549.36096
Highest occupied orbital energy (alpha / beta), eV: -16.8558 / -16.8563

Structure (ORCA input):
```
! RIJCOSX wB97M-V def2-TZVPD def2/J DEFGRID3
* xyz 2 4
Co -0.6163 1.2538 1.6182
F -2.3572 0.9615 2.2869
F -2.8688 -1.5041 2.9067
F -4.3138 -0.4239 1.4570
F -4.3044 0.1402 3.7008
N 1.0139 -1.5748 -1.7260
N -1.1938 1.1446 -0.1390
N 1.6720 0.6896 -0.1305
N 0.7625 -2.7657 -1.0170
N -0.5277 0.7005 -1.2747
N 1.0875 1.3524 0.9579
C 3.3066 1.7708 0.9575
C -0.0020 -0.2021 2.9691
C 2.1033 1.9834 1.6410
C -2.4024 1.7322 -1.9458
C 0.9500 -3.7968 -1.8571
C 2.9912 1.0084 -0.1561
C 1.3840 -3.3235 -3.1165
C -1.2192 1.1257 -2.3587
C 1.4073 -1.9328 -2.9930
C -2.3778 1.6935 -0.5528
B -3.6901 -0.4534 2.6537
B 0.8930 0.0357 -1.3121
H 1.9437 2.5076 2.5642
H 1.4254 0.5493 -2.3152
H -0.8295 0.9861 -3.3597
H -0.7846 -0.6857 3.5651
H -3.1468 1.9756 0.1573
H -0.2286 0.9513 2.9286
H 3.6306 0.7441 -0.9902
H 0.9566 -0.2471 3.4883
H 1.6939 -1.1836 -3.7207
H 1.6417 -3.8963 -3.9847
H 0.1346 -0.7672 2.0421
H -3.1842 2.1308 -2.5661
H 0.7758 -4.8410 -1.6234
H 4.2737 2.1607 1.2450
*
```


C10H14B2F4N6Sn as an isolated structure, computed with ωB97M-V/def2-TZVPD.

Summary:
Orbital gap (alpha / beta), eV: 4.3312 / 5.8251
Energy, Eh: -1381.01070
Highest occupied orbital energy (alpha / beta), eV: -16.7155 / -16.7471

Structure (ORCA input):
```
! RIJCOSX wB97M-V def2-TZVPD def2/J DEFGRID3
* xyz 2 1
Sn -0.4131 0.1639 1.0252
F 0.5754 -1.0194 4.4576
F 1.5482 1.0510 4.8757
F -0.7059 0.9026 4.1747
F 1.0608 0.5038 2.6741
N 1.7695 0.0590 -1.2980
N 1.5882 -0.0151 0.0680
N -0.5000 1.7062 -0.5944
N -0.1681 1.4989 -1.9094
N -0.4123 -0.9949 -1.9566
N -0.8569 -1.2409 -0.6848
C 3.0889 0.0295 -1.5801
C -1.8116 -2.7040 -2.0594
C -1.0212 2.9297 -0.4713
C -0.9717 -1.8782 -2.7993
C 3.7755 -0.0326 -0.3785
C -1.0483 3.5130 -1.7306
C 2.8067 -0.1118 0.6301
C -2.2325 -1.5016 2.9312
C -1.7113 -2.2858 -0.7215
C -0.4877 2.5951 -2.6150
B 0.5747 0.3452 4.2258
B 0.5718 0.1698 -2.2837
H -2.5895 -0.6934 2.2771
H -2.8793 -2.3675 2.7391
H -2.1721 -2.6877 0.1714
H -1.4053 4.4957 -1.9283
H 3.0068 -0.2117 1.6900
H 0.9453 0.1287 -3.4008
H -1.3052 3.2977 0.5139
H -0.7386 -1.8305 -3.8588
H -0.2575 2.6239 -3.6666
H -2.4353 -3.5010 -2.4069
H 3.4769 0.0315 -2.5951
H -1.1832 -1.7782 2.7507
H 4.8449 -0.0187 -0.2338
H -2.3271 -1.1718 3.9684
*
```